Below is 2 unconnected molecules or ions with the total composition C4H8O2, with properties calculated with ωB97M-V/def2-TZVPD.

The geometry in XYZ format:
```
14
Properties=species:S:1:pos:R:3:forces:R:3
C -0.75774 -0.84875 1.17578 -0.188 0.065 -0.013
C -1.30906 0.19136 0.54822 -0.055 -0.119 0.100
O -0.59654 1.12353 -0.15731 -0.061 -0.014 0.029
C 0.79414 1.03176 0.10368 0.235 -0.021 0.035
C 1.24037 -0.42444 0.11083 0.129 0.124 -0.183
O 0.58007 -1.13795 1.14186 -0.036 -0.022 0.048
H -1.33489 -1.55163 1.76400 0.044 0.138 -0.098
H -0.93562 -0.64049 -2.61632 -0.027 0.040 -0.055
H -1.01487 0.09875 -2.61353 0.017 -0.069 0.007
H -2.37539 0.38050 0.55135 0.153 -0.077 0.028
H 1.01442 1.48660 1.07922 -0.034 -0.050 -0.110
H 1.30285 1.59622 -0.68231 -0.047 -0.087 0.118
H 2.31329 -0.50798 0.30276 -0.147 0.039 -0.041
H 1.00849 -0.88298 -0.86026 0.018 0.052 0.134
```
Forces are in eV/Å.

Properties
LUMO = 0.039 hartree
Frontier orbital gap = 9.4 eV
E = -307.60768 hartree
Relative energy (zero: lowest compared OMol25 entry of this formula, charge and spin) = 65.73 kcal per mole
E_HOMO = -8.32 eV